Entry 1:
59
Properties=species:S:1:pos:R:3:mulliken_spin:R:1 method="wB97M-V/def2-TZVPD" s2=6.03 lumo_ha="-0.249 / -0.346" homo_ev="-14.877 / -14.875" charge=+2 orbital_gap_ev="8.115 / 5.456" multiplicity=5
Rh -0.76 1.55 1.44 2.547
C -2.76 0.62 3.93 0.026
C -3.50 0.53 2.65 -0.007
C -4.79 -0.04 2.57 -0.006
C -5.43 -0.10 1.37 0.022
C -4.86 0.51 0.23 -0.002
C -5.51 0.60 -1.02 0.189
C -4.95 1.32 -2.05 -0.018
C -3.74 1.99 -1.87 0.069
C -3.03 1.87 -0.68 0.084
S -1.54 2.73 -0.48 0.787
C -3.58 1.11 0.39 0.066
N -2.93 1.04 1.57 0.100
H -3.20 -0.03 4.68 0.003
H -2.83 1.64 4.31 0.001
H -1.70 0.38 3.79 -0.013
H -5.24 -0.44 3.47 0.001
H -6.39 -0.58 1.27 0.001
H -6.47 0.12 -1.15 0.002
H -5.45 1.39 -3.01 0.002
H -3.34 2.63 -2.65 -0.008
C 6.11 -0.85 -2.94 0.000
C 4.64 -0.71 -3.21 0.000
S 3.71 -1.77 -2.03 0.000
O 3.38 -0.98 -0.86 0.000
O 4.37 -3.02 -1.84 0.000
C 2.08 -2.10 -2.86 0.000
C 1.18 -2.78 -1.85 0.001
N 0.86 -1.93 -0.72 0.007
C 0.05 -0.86 -0.73 -0.026
N 0.00 -0.29 0.47 0.079
C 0.81 -1.01 1.29 -0.003
C 1.36 -2.04 0.57 0.021
N 2.24 -3.04 1.08 0.000
O 2.60 -2.88 2.22 0.000
O 2.54 -3.96 0.35 0.001
C -0.71 -0.40 -1.91 0.027
H 6.68 -0.21 -3.62 0.000
H 6.43 -1.88 -3.08 0.000
H 6.34 -0.55 -1.92 0.000
H 4.37 -1.05 -4.21 0.000
H 4.26 0.29 -3.03 0.000
H 2.29 -2.77 -3.69 0.000
H 1.70 -1.14 -3.19 0.000
H 1.68 -3.68 -1.47 0.000
H 0.24 -3.10 -2.32 0.000
H 0.95 -0.79 2.33 -0.011
H -0.76 -1.16 -2.69 0.001
H -0.26 0.50 -2.33 0.001
H -1.73 -0.15 -1.62 -0.009
C 2.21 3.00 2.08 0.004
C 1.56 2.48 3.35 0.009
O 0.13 2.64 3.28 0.050
H 3.24 2.64 2.00 0.000
H 2.22 4.08 2.04 0.001
H 1.63 2.62 1.21 -0.001
H 1.92 3.01 4.24 0.005
H 1.73 1.41 3.48 -0.002
H -0.05 3.59 3.34 0.000


Entry 2:
56
Properties=species:S:1:pos:R:3:lowdin_charge:R:1 method="wB97M-V/def2-TZVPD" relative_energy_ev=1.0698 lumo_ha=0.020 homo_ev=-8.053 orbital_gap_ev=8.603
C -3.86 2.98 -1.34 -0.037
C -4.17 1.63 -0.77 -0.315
C -3.22 0.68 -0.60 0.036
C -3.55 -0.61 -0.02 -0.311
N -2.86 -1.63 0.28 0.108
C -1.47 -1.79 -0.10 -0.346
C -1.16 -1.55 -1.58 -0.135
C 0.32 -1.78 -1.88 -0.106
C 1.21 -0.90 -1.01 -0.451
C 0.92 -1.19 0.46 -0.106
C -0.55 -0.96 0.80 -0.129
C 2.68 -1.12 -1.35 -0.061
N 3.52 -0.13 -0.71 -0.022
C 4.33 -0.51 0.32 -0.399
O 4.34 -1.65 0.75 0.074
C 5.25 0.49 0.91 -0.076
C 6.04 1.42 0.33 -0.065
O 6.83 2.01 1.23 -0.016
N 6.56 1.45 2.48 0.127
C 5.64 0.55 2.29 -0.289
C 5.13 -0.27 3.42 -0.012
C 3.14 1.24 -1.03 -0.110
C 1.66 1.44 -0.72 -0.166
O 0.86 0.46 -1.35 -0.079
N -4.92 -0.68 0.31 0.179
C -5.80 0.31 0.09 -0.309
C -7.23 0.03 0.47 -0.166
O -7.38 -1.09 1.33 -0.054
N -5.50 1.46 -0.43 0.140
H -2.80 3.07 -1.59 0.074
H -4.45 3.14 -2.24 0.083
H -4.13 3.75 -0.63 0.082
H -2.20 0.91 -0.85 0.093
H -1.23 -2.84 0.10 0.138
H -1.77 -2.22 -2.18 0.122
H -1.42 -0.53 -1.88 0.091
H 0.59 -2.82 -1.70 0.133
H 0.53 -1.56 -2.93 0.126
H 1.19 -2.24 0.65 0.136
H 1.57 -0.61 1.12 0.112
H -0.79 0.10 0.69 0.108
H -0.74 -1.22 1.84 0.119
H 3.00 -2.11 -1.04 0.135
H 2.80 -1.02 -2.44 0.141
H 6.17 1.75 -0.69 0.143
H 5.34 -1.32 3.25 0.085
H 5.60 0.06 4.35 0.082
H 4.05 -0.16 3.51 0.087
H 3.72 1.95 -0.46 0.114
H 3.32 1.41 -2.10 0.134
H 1.50 1.43 0.36 0.126
H 1.32 2.40 -1.11 0.131
H -5.24 -1.54 0.72 0.148
H -7.66 0.94 0.88 0.126
H -7.78 -0.21 -0.45 0.131
H -7.23 -0.80 2.24 0.098


Entry 3:
56
Properties=species:S:1:pos:R:3:lowdin_charge:R:1 method="wB97M-V/def2-TZVPD" relative_energy_ev=1.2693 lumo_ha=0.022 homo_ev=-8.130 orbital_gap_ev=8.727
C -0.29 5.02 -1.64 -0.037
C -0.72 3.84 -0.84 -0.312
C 0.14 2.87 -0.45 0.034
C -0.32 1.72 0.30 -0.319
N 0.27 0.67 0.73 0.108
C 1.72 0.57 0.78 -0.360
C 2.42 1.76 1.47 -0.135
C 3.93 1.54 1.54 -0.105
C 4.29 0.24 2.25 -0.455
C 3.59 -0.93 1.56 -0.108
C 2.08 -0.72 1.50 -0.140
C 5.80 0.05 2.28 -0.063
N 6.18 -1.05 3.15 -0.022
C 6.65 -2.20 2.59 -0.399
O 6.74 -2.36 1.39 0.073
C 7.12 -3.28 3.50 -0.076
C 7.87 -3.24 4.62 -0.065
O 8.18 -4.47 5.03 -0.017
N 7.62 -5.39 4.15 0.127
C 7.00 -4.69 3.23 -0.289
C 6.30 -5.36 2.11 -0.012
C 5.67 -0.89 4.51 -0.110
C 4.17 -0.66 4.47 -0.167
O 3.83 0.41 3.60 -0.076
N -1.71 1.76 0.49 0.181
C -2.51 2.77 0.08 -0.304
C -3.98 2.63 0.35 -0.182
O -4.60 2.09 -0.81 -0.039
N -2.07 3.82 -0.54 0.153
H 0.78 5.00 -1.85 0.075
H -0.84 5.06 -2.57 0.084
H -0.52 5.94 -1.09 0.083
H 1.17 2.92 -0.75 0.103
H 2.12 0.50 -0.24 0.152
H 2.22 2.70 0.96 0.091
H 2.01 1.85 2.48 0.128
H 4.35 1.51 0.53 0.133
H 4.40 2.37 2.07 0.126
H 3.99 -1.00 0.55 0.135
H 3.83 -1.88 2.04 0.111
H 1.66 -0.68 2.51 0.120
H 1.60 -1.56 0.99 0.116
H 6.18 -0.15 1.28 0.134
H 6.26 0.97 2.66 0.141
H 8.26 -2.43 5.22 0.143
H 6.75 -5.06 1.16 0.084
H 6.35 -6.43 2.22 0.082
H 5.25 -5.05 2.07 0.087
H 5.89 -1.78 5.10 0.114
H 6.17 -0.03 4.97 0.134
H 3.66 -1.58 4.17 0.126
H 3.81 -0.38 5.46 0.132
H -2.10 0.95 0.95 0.155
H -4.16 1.98 1.21 0.117
H -4.36 3.63 0.58 0.124
H -5.41 2.57 -0.99 0.088